1.
ORCA calculation (wB97M-V/def2-TZVPD) on C22H21IN2Sn as an isolated structure at a distorted geometry.

Results
Frontier orbital gap, Ha: 0.1960
ΔE to the lowest compared entry with this formula, charge and spin, kcal per mole: 0.0
LUMO level, eV: -1.489
E_HOMO, hartree: -0.251

Element x y z (Å)
C: -1.41 -1.72 0.17
C: 0.30 -0.74 2.09
H: -2.40 -1.25 0.26
H: -1.22 -2.46 0.94
H: -1.29 -2.15 -0.84
H: 0.74 0.17 2.51
H: -0.63 -1.00 2.58
H: 1.05 -1.54 2.11
C: -1.41 0.32 -2.84
C: -1.78 0.98 -4.01
C: -1.13 2.17 -4.35
C: -0.14 2.67 -3.50
H: -1.90 -0.60 -2.52
H: -2.57 0.56 -4.63
H: -1.39 2.71 -5.25
H: 0.38 3.60 -3.71
N: -0.44 0.81 -2.04
C: 0.20 1.98 -2.33
C: 1.21 2.46 -1.38
N: 1.41 1.73 -0.24
C: 2.30 2.12 0.70
C: 2.89 4.03 -0.63
C: 3.06 3.28 0.53
H: 2.38 1.49 1.59
H: 3.76 3.56 1.32
C: 1.97 3.62 -1.59
H: 1.81 4.17 -2.51
H: 3.48 4.93 -0.80
Sn: 0.12 -0.10 -0.04
I: -1.92 1.50 1.14
C: 2.64 -5.55 0.22
C: 1.64 -4.86 0.94
C: 1.32 -3.55 0.61
C: 1.96 -2.85 -0.45
C: 1.67 -1.50 -0.86
C: 2.38 -0.94 -1.89
C: 3.38 -1.66 -2.60
C: 3.68 -2.96 -2.24
C: 2.99 -3.58 -1.17
C: 3.29 -4.91 -0.82
H: 2.89 -6.58 0.48
H: 1.12 -5.36 1.76
H: 0.55 -3.05 1.18
H: 2.19 0.08 -2.22
H: 3.91 -1.17 -3.41
H: 4.44 -3.53 -2.76
H: 4.07 -5.43 -1.39

Atom charges from the Mulliken analysis, given in e for atoms 1 to 5:
1 C -1.61
2 C -1.80
3 H 0.35
4 H 0.47
5 H 0.37


2.
ORCA calculation (wB97M-V/def2-TZVPD) on C5H11N as an isolated structure.

Results
Frontier orbital gap, Ha: 0.3150
ΔE to the lowest compared entry with this formula, charge and spin, kcal per mole: 77.7
LUMO level, eV: 1.029
E_HOMO, hartree: -0.277

Element x y z (Å)
C: -2.08 -0.72 0.81
C: -0.57 -0.90 0.97
C: 0.21 0.35 0.66
C: 2.09 0.93 0.15
N: 0.95 0.49 -0.47
C: 0.62 0.39 -1.87
H: -2.46 0.07 1.46
H: -2.34 -0.45 -0.22
H: -2.62 -1.64 1.05
H: -0.36 -1.23 2.00
H: -0.22 -1.72 0.32
H: -0.01 1.24 1.25
H: 2.65 0.25 0.77
H: 2.57 1.85 -0.19
H: -0.43 0.07 -1.95
H: 1.26 -0.33 -2.38
H: 0.72 1.36 -2.36

Atom charges from the Mulliken analysis, given in e for atoms 1 to 5:
1 C -1.02
2 C -0.44
3 C -0.43
4 C -0.63
5 N 0.15


3.
ORCA calculation (wB97M-V/def2-TZVPD) on C3H6O3 in the gas phase.

Results
Frontier orbital gap, Ha: 0.4105
ΔE to the lowest compared entry with this formula, charge and spin, kcal per mole: 10.7
LUMO level, eV: 0.634
E_HOMO, hartree: -0.387

Element x y z (Å)
O: -2.55 0.60 -0.14
C: -1.52 0.03 0.06
O: -1.46 -1.26 0.49
C: -0.16 0.65 -0.13
C: 1.06 -0.25 -0.06
O: 2.14 0.42 -0.73
H: -2.37 -1.49 0.72
H: -0.08 1.41 0.64
H: -0.20 1.18 -1.09
H: 0.89 -1.22 -0.54
H: 1.33 -0.38 0.98
H: 2.92 0.30 -0.19

Atom charges from the Mulliken analysis, given in e for atoms 1 to 5:
1 O -0.55
2 C 0.44
3 O -0.43
4 C -0.38
5 C -0.32


4.
ORCA calculation (wB97M-V/def2-TZVPD) on C4H10N2O3 as an isolated structure at a distorted geometry.

Results
Frontier orbital gap, Ha: 0.3870
ΔE to the lowest compared entry with this formula, charge and spin, kcal per mole: 48.7
LUMO level, eV: 0.645
E_HOMO, hartree: -0.363

Element x y z (Å)
C: -2.02 -0.46 -0.56
C: 1.09 0.09 -1.21
C: 0.53 -0.06 0.16
C: -0.95 0.41 0.06
N: -1.12 1.81 -0.12
N: 0.60 -1.36 0.70
O: -3.04 0.08 -0.90
O: -1.82 -1.72 -0.55
O: -1.28 0.02 1.85
H: 0.48 -0.56 -1.84
H: 0.95 1.09 -1.71
H: 2.15 -0.01 -1.12
H: 0.94 0.66 0.87
H: -0.39 2.22 0.51
H: -2.12 2.05 -0.02
H: 0.38 -1.22 1.66
H: 1.64 -1.65 0.64
H: -0.81 -1.93 -0.30
H: -2.20 0.37 2.00

Atom charges from the Mulliken analysis, given in e for atoms 1 to 5:
1 C 0.72
2 C -1.29
3 C -0.41
4 C 0.38
5 N -0.47


5.
ORCA calculation (wB97M-V/def2-TZVPD) on C10H29N5O10PZn as an isolated structure at a distorted geometry.

Results
Frontier orbital gap, Ha: 0.1826
ΔE to the lowest compared entry with this formula, charge and spin, kcal per mole: 223.7
Total charge: -1
LUMO level, eV: 1.397
E_HOMO, hartree: -0.131

Element x y z (Å)
Zn: -0.22 -0.26 0.51
P: -1.20 -1.06 5.23
O: -1.40 -0.20 6.40
O: -2.37 -1.87 5.77
O: 0.00 -1.84 5.67
O: -1.17 -0.06 4.10
C: 4.16 -3.28 1.51
O: 3.24 -2.49 1.26
N: 4.37 -3.79 2.63
N: 5.03 -3.60 0.66
H: 5.27 -4.13 2.93
H: 3.72 -3.53 3.35
H: 5.00 -3.13 -0.24
H: 5.33 -4.54 0.86
C: -3.13 -4.66 0.81
O: -2.37 -3.70 0.61
N: -3.88 -4.82 1.92
N: -3.27 -5.66 -0.04
H: -3.78 -4.20 2.71
H: -4.41 -5.66 2.07
H: -3.86 -6.44 0.20
H: -2.57 -5.64 -0.77
C: 0.75 -0.56 -3.02
O: 1.02 0.52 -2.12
C: 1.92 1.44 -2.66
C: 1.63 2.75 -2.02
N: 1.60 2.83 -0.51
C: 2.85 2.85 0.12
C: 3.37 4.35 0.04
O: 2.44 5.20 0.70
C: 2.86 6.53 0.93
H: 0.44 -0.20 -4.01
H: -0.01 -1.26 -2.67
H: 1.66 -1.10 -3.28
H: 1.71 1.58 -3.72
H: 2.97 1.15 -2.58
H: 0.63 3.08 -2.31
H: 2.30 3.49 -2.46
H: 1.30 3.77 -0.31
H: 3.60 2.11 -0.16
H: 2.66 2.73 1.19
H: 3.50 4.74 -0.97
H: 4.36 4.58 0.43
H: 2.11 6.87 1.65
H: 2.85 7.04 -0.03
H: 3.92 6.66 1.17
C: -6.03 -0.03 -2.15
C: -4.64 0.23 -2.55
O: -3.95 0.73 -1.37
O: -6.63 1.13 -1.64
H: -6.07 -0.82 -1.40
H: -6.65 -0.43 -2.96
H: -4.51 1.01 -3.31
H: -4.41 -0.77 -2.93
H: -4.73 1.12 -0.98
H: -7.35 1.26 -2.26

Atom charges from the Mulliken analysis, given in e for atoms 1 to 5:
1 Zn 0.20
2 P 0.94
3 O -0.34
4 O -0.41
5 O -0.62


6.
ORCA calculation (wB97M-V/def2-TZVPD) on C5H6N4O5 in the gas phase at a distorted geometry.

Results
Frontier orbital gap, Ha: 0.3738
ΔE to the lowest compared entry with this formula, charge and spin, kcal per mole: 0.0
LUMO level, eV: 0.060
E_HOMO, hartree: -0.372

Element x y z (Å)
N: 0.86 -3.45 -0.08
C: 0.66 -2.16 0.28
O: -0.18 -2.03 1.15
N: 1.43 -1.17 -0.25
C: 1.24 0.17 -0.12
O: 2.22 0.80 -0.51
C: -0.02 0.88 0.45
O: -0.49 0.49 1.76
N: -0.01 2.32 0.48
C: -0.97 2.86 -0.34
O: -1.51 3.92 -0.19
N: -1.49 1.89 -1.14
C: -1.08 0.68 -0.62
O: -1.46 -0.33 -1.15
H: 0.11 -4.08 0.18
H: 1.31 -3.62 -0.97
H: 2.29 -1.48 -0.65
H: -0.52 -0.51 1.78
H: 0.06 2.80 1.39
H: -2.45 2.04 -1.46

Atom charges from the Mulliken analysis, given in e for atoms 1 to 5:
1 N -0.49
2 C 0.66
3 O -0.70
4 N -0.09
5 C 0.03


7.
ORCA calculation (wB97M-V/def2-TZVPD) on a 2-piece molecular cluster, C10H11ClO overall at a distorted geometry.

Results
Frontier orbital gap (alpha / beta), Ha: 0.2640 / 0.3043
Multiplicity: 3
<S²>: 2.04
LUMO level (alpha / beta), eV: 0.738 / -1.187
E_HOMO (alpha / beta), hartree: -0.237 / -0.348

Element x y z (Å)
C: 1.35 1.14 2.52
C: 2.31 0.59 1.67
C: 0.08 0.56 2.50
C: 1.95 -0.42 0.82
C: -0.26 -0.40 1.62
C: 0.66 -0.96 0.67
C: -2.00 0.37 -2.09
C: -0.88 1.43 -1.95
C: -0.63 0.02 -1.93
C: 0.08 -1.72 -0.36
O: -1.11 -2.24 -0.20
Cl: 1.24 -2.62 -1.29
H: 1.53 2.06 3.19
H: 3.41 0.80 1.58
H: -0.79 0.97 3.10
H: 2.75 -0.82 0.22
H: -1.23 -0.69 1.72
H: -2.64 0.25 -1.25
H: -2.44 0.30 -3.02
H: -0.82 2.03 -2.86
H: -0.90 2.00 -1.07
H: 0.13 -0.52 -2.60
H: -1.76 -2.13 -0.99

Atom charges from the Mulliken analysis, given in e for atoms 1 to 5:
1 C -0.30
2 C -0.53
3 C -0.38
4 C -0.26
5 C -0.50


8.
ORCA calculation (wB97M-V/def2-TZVPD) on a 2-piece molecular cluster, C3H6N2S2 overall at a distorted geometry.

Results
Frontier orbital gap (alpha / beta), Ha: 0.1915 / 0.2303
ΔE to the lowest compared entry with this formula, charge and spin, kcal per mole: 63.5
Multiplicity: 3
<S²>: 2.01
LUMO level (alpha / beta), eV: 0.360 / -2.674
E_HOMO (alpha / beta), hartree: -0.178 / -0.329

Element x y z (Å)
C: -0.37 0.93 -0.39
C: 1.98 -1.09 0.78
C: -1.25 1.03 0.72
N: 0.39 0.85 -1.26
N: 1.19 -2.03 0.78
S: 2.82 -0.26 -0.48
S: 3.67 1.26 0.54
H: 2.31 -0.55 1.68
H: -1.11 1.98 1.29
H: -1.06 0.22 1.58
H: -2.21 0.92 0.40
H: 0.77 -2.40 -0.05
H: 2.50 1.77 0.42

Atom charges from the Mulliken analysis, given in e for atoms 1 to 5:
1 C 0.43
2 C -0.26
3 C -0.88
4 N -0.40
5 N -0.48